(1)
Molecular formula: C17H32F3N4O6
Method: DFT, ωB97M-V/def2-TZVPD

Element x y z (Å)
O (4.58137, -0.95982, 3.66115)
C (5.06501, -0.21496, 2.80009)
O (6.15435, 0.41813, 3.02829)
C (4.36844, 0.04606, 1.40519)
C (5.32593, -0.11240, 0.18326)
C (5.88061, -1.54588, -0.04633)
O (6.74125, -2.02015, 0.99788)
N (3.10898, -0.72247, 1.29521)
C (1.93209, 0.11851, 1.18935)
C (1.77206, 0.88766, -0.18678)
C (2.21633, 2.34887, -0.17660)
F (2.75263, 2.83271, -1.36036)
C (2.15526, 3.22357, 0.85545)
F (2.68229, 3.07874, 2.06611)
F (1.53420, 4.42927, 0.65417)
H (4.07402, 1.12595, 1.43334)
H (4.76387, 0.16845, -0.74578)
H (6.15910, 0.60703, 0.31805)
H (5.07770, -2.30012, -0.24016)
H (6.50831, -1.49327, -0.97781)
H (7.48244, -2.44903, 0.55303)
H (3.14609, -1.42966, 0.56513)
H (1.93650, 0.80070, 2.06800)
H (1.01725, -0.51729, 1.29884)
H (2.33780, 0.33465, -0.97252)
H (0.69782, 0.87302, -0.48951)
C (0.02008, -4.06738, -1.18267)
C (0.38727, -2.62541, -1.42622)
O (1.54739, -2.24056, -1.40754)
N (-0.61901, -1.74749, -1.67080)
C (-2.04790, -2.00621, -1.73311)
H (0.92728, -4.63973, -1.00301)
H (-0.62164, -4.15056, -0.30399)
H (-0.48448, -4.48166, -2.05749)
H (-0.29636, -0.80407, -1.82400)
H (-2.40734, -1.71971, -2.71360)
H (-2.54213, -1.38795, -0.97838)
H (-2.28269, -3.05039, -1.55437)
C (-2.66376, 5.76996, 4.72516)
C (-2.46710, 4.76475, 3.61755)
O (-3.37451, 4.04064, 3.23201)
N (-1.23748, 4.68237, 3.04932)
C (-0.04664, 5.44863, 3.36531)
H (-3.69216, 5.71679, 5.07521)
H (-2.00080, 5.54472, 5.56204)
H (-2.47453, 6.77984, 4.35743)
H (-1.17989, 3.98984, 2.31745)
H (0.26994, 5.97986, 2.46659)
H (0.74269, 4.75642, 3.66318)
H (-0.22093, 6.16264, 4.16490)
C (-5.32495, -4.50575, -3.60827)
C (-4.97078, -3.06150, -3.85627)
O (-3.81413, -2.66724, -3.84823)
N (-5.98641, -2.18915, -4.09350)
C (-7.40967, -2.45845, -4.14361)
H (-4.41227, -5.07150, -3.43620)
H (-5.95855, -4.59326, -2.72407)
H (-5.83355, -4.92508, -4.47788)
H (-5.67226, -1.24324, -4.24999)
H (-7.78462, -2.17597, -5.12937)
H (-7.90822, -1.84692, -3.38900)
H (-7.63159, -3.50550, -3.96129)

The multiplicity is 1. As for the net charge: -1.

=====

(2)
Molecular formula: C17H32FN3O7S3
Method: DFT, ωB97M-V/def2-TZVPD

Element x y z (Å)
O (-4.93186, -2.76104, -2.31567)
S (-3.84109, -1.85899, -2.25642)
O (-3.46559, -1.25160, -1.02390)
F (-4.13645, -0.68989, -3.24169)
N (-2.56911, -2.52554, -3.05899)
S (-1.14375, -1.52289, -3.03153)
C (-2.40705, -3.98447, -2.65094)
C (-0.98649, -4.48573, -2.82735)
C (-0.05148, -4.32659, -1.60263)
C (-0.70576, -3.81995, -0.31860)
C (0.34007, -3.46731, 0.74919)
C (0.82672, -2.02359, 0.56348)
C (-0.24177, -1.04035, 1.02373)
S (0.17723, 0.72413, 0.92341)
C (0.59548, 0.96713, -0.74502)
N (1.40432, 0.32770, -1.51437)
N (1.35745, 0.96514, -2.75290)
C (0.54699, 1.93956, -2.61557)
O (0.00565, 2.01418, -1.38764)
H (-1.26367, -1.02150, -1.79013)
H (-3.08261, -4.53458, -3.30543)
H (-2.77179, -4.14060, -1.63617)
H (-0.53652, -4.00374, -3.69646)
H (-1.04799, -5.54398, -3.09273)
H (0.78516, -3.67913, -1.87875)
H (0.39885, -5.29303, -1.35856)
H (-1.37273, -4.59311, 0.07608)
H (-1.32324, -2.93636, -0.48876)
H (-0.10975, -3.55886, 1.74241)
H (1.18027, -4.16304, 0.69586)
H (1.73890, -1.83958, 1.13738)
H (1.08654, -1.86567, -0.48386)
H (-0.45462, -1.20466, 2.08278)
H (-1.18386, -1.16597, 0.48667)
H (0.32471, 2.65153, -3.39242)
O (-1.67430, -1.80211, 4.13770)
C (-2.18726, -0.73360, 4.33679)
O (-1.38454, 0.31682, 4.60039)
C (-1.86010, 1.66711, 4.67299)
C (-2.40483, 2.00921, 6.04329)
C (-3.68609, -0.55545, 4.34956)
H (-2.58550, 1.85350, 3.87997)
H (-0.98672, 2.27792, 4.45158)
H (-3.27377, 1.40116, 6.29517)
H (-2.69954, 3.05824, 6.07896)
H (-1.64342, 1.83463, 6.80310)
H (-4.05406, -0.83219, 5.33745)
H (-4.10973, -1.23902, 3.61859)
H (-4.02150, 0.45138, 4.11801)
O (7.06525, 4.29510, -2.92922)
C (5.98162, 4.58162, -2.50548)
O (5.66475, 4.21357, -1.24475)
C (4.46837, 4.64123, -0.58875)
C (3.27773, 3.77186, -0.93402)
C (4.94875, 5.27896, -3.36192)
H (4.27622, 5.69625, -0.79041)
H (4.69825, 4.55809, 0.47218)
H (3.03440, 3.82468, -1.99575)
H (2.40305, 4.08887, -0.36352)
H (3.49097, 2.72880, -0.69753)
H (4.43989, 4.52408, -3.96121)
H (5.47365, 5.95521, -4.03115)
H (4.20728, 5.84649, -2.80651)

The multiplicity is 1.

=====

Number 1: HOMO -0.115 hartree, calculated total energy -1636.9846 a.u., LUMO energy 1.66 eV. Number 2: HOMO -0.343 hartree, calculated total energy -2652.2885 a.u., LUMO energy 0.39 eV.